{
  "formula": "C3H8BrN2O",
  "method": "ωB97M-V/def2-TZVPD",
  "largest_force_ev_per_a": 5.2,
  "total_energy_ev": -78298.9486,
  "orbital_gap_ev": [8.2, 8.2],
  "lumo_ev": [-4.78, -4.78],
  "de_lowest_kcal_mol": 96.65,
  "total_charge": 1,
  "spin_multiplicity": 1,
  "species": ["C", "C", "C", "N", "N", "O", "Br", "H", "H", "H", "H", "H", "H", "H", "H"],
  "coordinates": [[0.39051, 0.21255, -0.35315], [-1.91958, 0.92878, 0.62551], [-1.12200, 0.02373, -0.21804], [4.06767, -0.29973, -0.39672], [1.18947, -0.75736, -0.20450], [-1.34898, -1.27377, 0.05086], [5.42674, 0.30915, 0.32924], [-1.58865, 1.91280, 0.34744], [-3.07120, 0.87927, 0.52541], [-1.62263, 0.74034, 1.66937], [-1.63005, 0.23998, -1.21797], [0.74745, 1.25635, -0.43645], [0.65594, -1.76400, -0.06651], [2.17514, -0.91986, -0.47513], [-2.34982, -1.48824, -0.17936]]
}